--- A ---
C72H152N8O8 | ωB97M-V/def2-TZVPD

ORCA input file:
```
! RIJCOSX wB97M-V def2-TZVPD def2/J DEFGRID3
* xyz 0 1
H 10.7164 15.7116 17.5591
C 11.7545 23.0742 6.0539
H 9.9384 32.9660 8.0933
H 4.7322 20.8722 15.5193
C 7.7655 21.9178 13.6969
C 10.9294 25.7014 7.8591
C 10.3850 19.5044 11.7855
H 8.9103 18.0908 21.7531
H 8.4387 23.4800 8.9055
C 9.0402 17.1837 8.8500
H 7.6567 23.0943 11.1694
C 9.3436 23.7148 8.3449
H 10.9330 32.6934 18.6748
H 8.8610 19.4199 14.9893
H 5.3650 23.1378 13.8302
C 2.7946 22.4599 16.2328
C 7.3702 23.3603 13.2802
H 9.6270 30.7093 10.3230
H 11.4766 26.6787 5.1717
H 6.9992 32.4875 6.0132
H 9.4896 34.6448 7.6136
H 8.3703 16.3262 8.9143
C 6.8017 23.2295 11.8318
C 6.2240 23.6979 14.1996
H 4.4871 19.0867 19.1418
H 5.3458 25.2296 15.2715
C 2.0479 18.7988 17.2943
O 3.6144 22.3016 18.9145
H 9.4848 34.8412 15.9235
C 8.7719 18.5724 20.7851
C 8.4296 17.7670 19.4137
H 11.6646 31.2234 14.1674
N 8.5931 24.1714 13.4584
N 8.4292 32.3843 16.1307
H 9.4260 17.3831 7.8502
H 10.4689 26.4124 13.4969
H 3.4277 18.7754 20.5229
H 1.8475 22.9680 16.4143
H 6.5618 31.9101 14.2298
H 9.9889 14.9859 9.8833
H 7.1276 31.8659 17.3357
O 6.0240 19.6635 9.9048
C 9.1234 18.7082 11.9934
C 3.3121 17.0848 9.9069
H 4.2651 20.2369 20.5368
H 1.3130 18.1014 16.8924
H 11.4446 15.6180 10.6693
O 7.3298 32.6813 16.8712
C 5.0442 17.5219 8.2718
H 8.3753 21.4339 12.9340
H 9.0477 15.4786 17.5002
H 9.1427 24.5984 4.4161
H 10.0515 25.7387 15.0977
H 6.2536 17.3675 19.2541
C 3.9061 20.4249 11.7944
H 3.4131 18.3244 13.2268
H 7.0202 21.1584 13.9336
H 8.0054 27.5775 12.4132
C 10.7460 15.7691 9.8463
C 6.8879 33.8490 10.3166
C 8.1232 29.9808 16.4585
H 11.1841 18.9984 12.3272
C 7.5805 31.3876 9.8650
C 9.7056 25.1750 8.5938
H 12.1516 21.3934 10.6598
N 7.7233 31.8238 8.4402
C 8.7246 19.6706 16.0413
H 6.0019 34.2466 10.8115
C 7.5284 33.3717 6.3685
H 9.9324 25.2244 9.6589
C 9.6927 16.7875 19.1662
H 9.1662 20.0056 9.0872
H 5.6616 32.2599 10.3038
C 6.7096 32.3594 10.5866
H 8.4403 16.8002 11.3805
C 8.8929 31.4388 10.6653
C 6.7884 34.0886 8.7596
N 2.7990 21.2798 18.3811
C 6.8171 30.0496 9.8536
H 10.5511 20.9633 8.6241
H 6.9713 16.7974 20.6535
H 9.0685 29.8619 16.9881
H 9.4482 24.2488 11.8505
C 5.9220 19.1544 12.5871
H 10.8124 24.2862 3.8178
H 4.4967 17.1483 12.4715
H 10.9445 31.3945 17.7205
C 4.2558 18.2575 9.3416
H 9.5084 31.5683 13.6033
O 11.9319 25.9704 5.6327
C 9.7170 34.4030 16.8942
O 9.6798 23.8153 12.6752
H 10.7052 27.4642 9.1203
H 6.3354 24.1828 11.5830
H 10.5173 33.3558 14.8371
C 10.5479 23.9866 5.9409
H 11.7576 32.7343 15.9404
N 10.7821 25.3902 6.3626
H 5.7907 33.7039 8.5480
H 6.8910 26.9432 14.8034
C 12.2536 25.0622 8.3701
C 7.2056 25.9086 14.6669
H 13.0891 25.5961 7.9172
C 7.3346 17.6025 16.3414
H 0.6868 19.5063 18.9372
H 4.3764 17.0575 7.5461
H 8.9449 34.7044 17.6020
H 2.0828 16.7146 11.7468
H 8.7656 18.6848 13.0227
C 9.7146 32.8861 16.7145
H 10.0423 17.2962 15.6717
H 7.3726 29.9878 17.2488
H 8.4884 33.3949 5.8527
C 7.1435 30.9942 14.3338
H 5.8005 19.4929 13.6161
H 9.3572 32.4144 10.5216
H 8.7322 31.3363 11.7385
C 7.8738 26.4971 12.3542
H 6.8232 26.2995 12.1417
H 6.5912 19.9037 12.1641
N 5.1867 18.6690 10.3726
C 9.8331 17.4880 16.7241
H 12.7438 20.2872 9.4244
C 8.3816 25.6450 13.6680
H 5.7447 30.0218 9.6608
C 10.0211 23.9574 4.4915
H 12.9228 20.0835 11.1920
H 12.2545 25.4576 9.3859
H 2.9652 18.2172 17.2019
H 7.5448 25.8403 15.7005
H 9.4802 31.8463 18.7346
C 9.2865 33.8165 8.2925
H 5.1798 20.9758 17.2807
H 9.3833 34.4126 9.1999
H 9.5164 20.2658 16.4961
H 7.4390 30.5946 13.3637
H 6.8572 19.1881 9.9424
H 8.4448 26.1585 11.4896
C 9.3999 17.3160 11.4174
C 10.0306 20.5389 9.4826
C 1.6844 20.9558 20.4904
H 8.3591 18.0064 9.0676
C 8.2885 31.0460 15.3837
C 7.8259 33.2628 7.9509
C 3.7834 17.9482 12.2732
H 11.6111 22.2541 5.3504
C 2.7016 17.4648 11.2545
H 4.1483 20.1685 8.2917
H 10.1021 22.9874 8.6342
H 11.8057 22.5469 7.0065
H 8.0014 30.3643 7.3447
C 10.7362 32.5949 15.5863
H 8.4026 19.3435 11.4786
N 8.3507 18.7675 18.3071
H 9.7048 22.9387 4.2675
C 2.0415 20.0524 16.4056
H 12.2044 23.9769 8.4584
H 5.6563 16.7307 8.7046
H 7.1221 34.3317 6.0500
C 4.4896 20.5733 16.5391
C 3.7886 19.5458 19.8415
C 8.5356 18.4018 16.8836
H 3.9382 16.2003 10.0244
H 3.5204 23.0814 16.7574
H 7.9533 19.2651 20.9808
H 1.0185 20.4267 16.3666
C 3.0570 21.1249 16.8931
C 7.2104 16.9820 19.6062
H 8.0077 29.0868 15.8456
C 1.6757 19.0818 18.7642
O 11.7048 18.2914 8.5163
H 9.4862 29.9828 13.8793
H 9.8335 16.6956 12.2018
H 7.9551 20.4419 16.0725
H 3.0526 22.7222 19.5696
C 2.4939 20.2124 19.3675
H 9.4529 27.3034 14.6589
C 12.2349 20.3414 10.3868
O 8.6250 30.9154 7.8232
H 6.0803 22.4453 11.6025
N 11.0643 18.2772 9.7845
H 9.6586 19.2026 20.7172
H 10.1287 27.6437 7.4704
H 12.6072 17.9990 8.6638
H 3.0902 22.4771 15.1838
H 2.1604 18.4084 11.1848
H 2.8455 20.2292 11.9524
H 7.1779 29.2955 9.1542
H 6.3028 30.3794 14.6554
H 6.9037 35.1386 8.4906
H 3.9951 20.9800 10.8605
H 1.2739 20.1295 21.0708
H 4.7572 19.5168 16.5507
H 8.3810 21.9434 14.5961
H 8.8961 22.5599 6.5579
H 2.4976 16.7532 9.2629
H 11.3140 15.6601 8.9224
H 2.4132 21.3776 21.1825
C 10.9532 31.2332 14.9933
H 5.7192 18.2280 7.7883
H 8.7875 25.7409 8.4358
H 2.3916 19.7085 15.4324
C 9.3013 23.5343 6.8307
H 4.2772 21.1762 12.4914
H 12.6787 23.5988 5.8115
H 7.4555 16.0100 19.1781
C 10.0996 17.1709 9.9424
H 6.9932 29.5149 10.7870
H 2.7306 19.9101 9.2395
H 2.8507 19.0853 7.7536
H 9.6109 21.3725 10.0457
H 10.5752 17.3778 19.4132
H 6.3270 18.1435 12.5409
C 9.5352 30.9009 14.4647
O 7.4261 19.7158 18.4258
H 11.9398 27.6253 7.9614
H 7.8138 34.2211 10.7553
H 6.6219 18.4256 16.3936
H 6.7041 32.1529 11.6568
H 10.6221 34.7733 17.3757
C 10.2376 32.1682 18.0200
H 10.2397 20.5301 12.1244
H 7.9207 20.3989 18.8844
H 0.9296 21.6807 20.1856
H 5.3346 25.4020 13.5341
C 10.9314 27.2290 8.0803
H 1.8125 18.1499 19.3128
C 3.4528 19.3915 8.6090
H 11.1969 30.4584 15.7202
C 9.6871 26.3202 14.2508
C 9.7838 16.2459 17.7401
H 8.4305 24.1728 6.6818
H 9.7248 15.9180 19.8226
C 10.8640 19.6758 10.3051
C 5.9682 25.1392 14.3812
H 6.2808 23.3658 15.2362
C 4.6971 19.0886 11.7057
H 10.5835 18.1024 17.2217
H 7.3606 17.5449 15.2533
H 7.0018 16.6961 16.8472
*
```

Results
highest occupied orbital energy = -7.7 eV
gap between HOMO and LUMO = 8.24 eV
LUMO = 0.018 Eh

Atom charges from the Löwdin analysis, given in e for atoms 1 to 99: atom 1 (H): 0.0990, atom 2 (C): -0.0328, atom 3 (H): 0.0791, atom 4 (H): 0.0600, atom 5 (C): -0.0387, atom 6 (C): -0.4798, atom 7 (C): -0.1333, atom 8 (H): 0.0745, atom 9 (H): 0.1074, atom 10 (C): -0.0439, atom 11 (H): 0.0603, atom 12 (C): -0.1973, atom 13 (H): 0.0713, atom 14 (H): 0.0667, atom 15 (H): 0.1122, atom 16 (C): -0.0379, atom 17 (C): -0.4576, atom 18 (H): 0.0854, atom 19 (H): 0.0917, atom 20 (H): 0.0710, atom 21 (H): 0.0675, atom 22 (H): 0.0812, atom 23 (C): 0.0015, atom 24 (C): -0.1747, atom 25 (H): 0.0737, atom 26 (H): 0.1175, atom 27 (C): -0.1717, atom 28 (O): -0.0274, atom 29 (H): 0.0844, atom 30 (C): -0.0317, atom 31 (C): -0.4336, atom 32 (H): 0.1196, atom 33 (N): -0.1075, atom 34 (N): -0.1318, atom 35 (H): 0.0919, atom 36 (H): 0.0748, atom 37 (H): 0.0781, atom 38 (H): 0.0898, atom 39 (H): 0.0855, atom 40 (H): 0.0820, atom 41 (H): 0.0679, atom 42 (O): -0.0195, atom 43 (C): -0.1957, atom 44 (C): -0.1116, atom 45 (H): 0.0762, atom 46 (H): 0.1047, atom 47 (H): 0.0782, atom 48 (O): -0.0066, atom 49 (C): -0.0601, atom 50 (H): 0.0618, atom 51 (H): 0.0949, atom 52 (H): 0.0815, atom 53 (H): 0.0820, atom 54 (H): 0.0776, atom 55 (C): -0.0102, atom 56 (H): 0.1097, atom 57 (H): 0.0551, atom 58 (H): 0.0632, atom 59 (C): -0.0414, atom 60 (C): -0.1610, atom 61 (C): -0.0250, atom 62 (H): 0.1230, atom 63 (C): -0.4908, atom 64 (C): -0.1548, atom 65 (H): 0.0852, atom 66 (N): -0.1055, atom 67 (C): -0.0358, atom 68 (H): 0.1090, atom 69 (C): -0.0150, atom 70 (H): 0.0976, atom 71 (C): -0.1268, atom 72 (H): 0.0833, atom 73 (H): 0.1142, atom 74 (C): -0.1890, atom 75 (H): 0.1029, atom 76 (C): -0.0080, atom 77 (C): -0.1233, atom 78 (N): -0.1113, atom 79 (C): -0.0177, atom 80 (H): 0.0794, atom 81 (H): 0.0862, atom 82 (H): 0.0789, atom 83 (H): 0.0652, atom 84 (C): -0.0529, atom 85 (H): 0.0817, atom 86 (H): 0.1062, atom 87 (H): 0.0614, atom 88 (C): -0.4767, atom 89 (H): 0.0931, atom 90 (O): -0.0374, atom 91 (C): -0.0390, atom 92 (O): 0.0145, atom 93 (H): 0.0777, atom 94 (H): 0.0726, atom 95 (H): 0.1181, atom 96 (C): -0.4916, atom 97 (H): 0.1199, atom 98 (N): -0.0671, atom 99 (H): 0.1125

***

--- B ---
C72H152N8O8 | ωB97M-V/def2-TZVPD

ORCA input file:
```
! RIJCOSX wB97M-V def2-TZVPD def2/J DEFGRID3
* xyz 0 1
H 6.5695 -3.4058 1.8291
C 0.7511 -7.6589 -5.0424
H -1.3437 4.7881 4.5090
H 0.4194 -6.9517 3.2670
H -0.6666 3.7561 0.4428
C -0.6104 -3.8645 4.4873
H 2.2601 1.6959 -4.6767
C 2.2009 -6.1290 -2.4355
H -1.7904 5.8272 3.2399
H -4.4232 4.1008 -0.6879
C 5.1070 -4.3758 5.8065
C 2.6340 6.2975 3.3221
H -1.8257 -2.8016 -4.9576
N 4.8082 -4.6338 3.3768
H 7.4355 -4.5552 4.9764
H -2.2678 0.7991 -3.8587
C 2.2403 -7.5520 -2.8462
H -1.8740 6.2189 4.9221
H -1.8170 2.1249 -6.5103
H -1.0668 -7.3880 -0.1165
H -1.5652 -1.6768 -1.2295
H 3.2136 7.1979 -6.5238
C 1.1547 5.6972 3.4150
C 0.8911 -8.0537 -3.5077
C -1.0774 -1.9004 -0.2807
C 0.9619 1.0053 -7.1681
H -0.8980 2.6149 -0.6957
H -0.8480 -7.0685 7.5976
H -2.3412 -7.7499 7.2335
C 1.8271 0.7101 -4.8467
H -4.6899 2.4740 1.2018
H -9.2095 2.8454 -0.9805
C 0.9595 -5.9068 -1.4765
H 0.6089 0.9662 -1.3660
H -3.7915 -4.9577 5.2498
H 4.7369 6.4987 -6.1780
C 4.8991 -3.2069 3.0653
H -1.9142 -6.4275 2.3988
H -5.8852 3.6005 0.8681
C 5.1950 -2.8569 5.7105
H -4.2110 -5.1002 6.8161
C 4.1024 5.1903 -2.9979
C 0.3589 5.4387 -2.6740
O -1.6303 -8.2626 -3.0926
H 6.9533 -2.7669 3.4834
C 1.2410 9.8666 2.7605
H -3.1347 -1.1979 -7.0829
H -2.8744 -5.1378 3.0152
H -0.1081 4.4894 -2.9362
H -1.7627 -1.6061 -3.6382
H 0.9908 -5.3795 2.8502
H -1.8545 -4.1056 7.7900
O -2.5048 0.7292 -0.4607
H -1.4799 -5.7114 -0.2820
H 4.3871 6.2419 -3.0318
C -1.8950 -6.7875 7.4842
C -1.2615 -3.3549 5.7783
C 4.5381 -2.4252 4.3943
H 3.5166 -1.7232 2.2405
O 4.9332 -5.4708 2.3023
H 5.1113 -6.8719 5.8505
C 0.7239 -0.7281 1.1682
H -2.6923 1.8369 2.6418
H -7.1763 -0.2235 -1.5289
H -0.2991 -2.6105 -0.5601
H 4.0613 -5.7387 2.0030
H -1.7845 -0.0710 -7.6579
H -7.6188 4.8579 -1.8722
C -5.9324 3.3597 -2.0747
H 1.6483 -1.2443 0.9088
H 4.8481 -1.3807 4.3624
H -1.3530 -4.3903 -2.3174
H 1.2471 -5.9959 4.4338
H -0.4242 -4.7236 7.1553
H -1.8208 -2.2095 0.4541
H 0.3249 2.8031 -5.5805
H -0.1532 2.0224 -4.1167
C -0.4291 -6.3831 -2.0264
C 3.0645 4.4291 -6.6642
C 1.6877 7.3884 -3.2776
C 0.9688 -9.6621 -3.3673
C -2.2590 0.7030 -4.9444
H 1.0973 -4.8318 -1.3606
H 2.7083 7.9570 1.9410
H 1.4100 6.9960 6.0817
H 4.1147 -2.8071 1.0397
C -5.4198 2.7177 0.4298
C 0.2724 -0.0703 -1.3445
H -1.5534 -4.9158 1.9860
H -3.3018 0.6510 -5.2576
H 0.6892 2.2922 2.5418
H 2.6126 -0.0143 -5.0618
C -0.9063 -5.3694 4.0477
H 2.2548 4.7022 -7.3409
C -1.2080 5.8122 4.1611
C 0.0892 1.4061 2.3345
C -3.5790 -5.6154 6.0927
C -1.6049 -0.6274 -5.5270
C -2.0772 -0.9346 -7.0606
C 1.4920 8.6177 3.6717
C 7.0420 -5.3971 4.4069
H -2.7069 3.1191 1.3830
N -0.3159 -7.6614 -2.7920
C 6.2907 -2.7092 2.6198
H -7.8806 -0.3190 -0.0165
H -0.8203 -3.2596 3.6051
H 1.6708 -7.9420 -5.5543
H 0.5373 5.3922 6.0930
H 1.2192 7.7690 -2.3699
O -0.8907 8.7193 4.4905
H -1.5269 -1.8289 -7.3528
C -8.5571 2.5026 -0.1774
H 3.9839 4.1566 -7.1823
H 0.6860 -6.5738 -5.1230
H 2.6671 10.0470 4.8787
N 1.8163 5.4141 -4.7127
H -7.7283 1.2861 -3.3836
C 3.1378 5.3552 -5.4444
C 0.1378 6.4896 4.2427
C -0.3574 2.7300 0.2437
C 4.0795 4.5159 -4.3991
H -2.0676 2.9295 -4.9781
H 0.2411 -10.1186 -4.0382
H 4.0832 -4.5070 6.1568
H 3.8274 3.4560 -4.3659
H -2.2542 -6.4980 8.4718
H 0.1060 0.7467 -7.7916
H 1.1264 -0.7475 -1.3320
C 1.6371 5.9292 -3.3594
H 1.9016 1.2089 1.2694
H 1.1137 9.6910 1.6922
H -1.0326 -8.0322 5.1926
H 3.0238 -7.8112 -3.5584
H 6.1700 -1.7321 2.1522
H -8.2089 3.4137 0.3090
H 1.3565 9.2698 5.7208
C 1.2469 0.5620 1.8533
C 3.7630 6.6935 -5.7289
O -7.8544 2.1675 -3.0247
O 0.7083 -1.6589 -5.6343
H -0.4262 -5.0383 -3.6739
C -0.4303 -0.4656 0.0024
H 0.2481 -1.3123 1.9559
C -1.3373 -6.6298 -0.8515
H 4.4739 -2.5350 6.4619
H 1.2227 -1.4976 -6.4286
H -0.1386 -8.0261 -5.5539
H 4.8205 4.7020 -2.3390
C -0.9837 1.7181 1.2188
H 1.9659 -9.9620 -3.6898
H 2.8149 -3.2902 2.0222
H -1.5905 -8.9741 -2.4493
H -1.5874 3.2071 2.7685
C 3.7713 -2.7698 2.0735
H -3.2373 -1.8449 -4.7241
H 5.1995 -7.2218 4.1163
H 5.7405 -4.7026 6.6312
H 1.7665 0.2765 -7.2655
H 0.7262 2.8063 0.1538
H -6.5785 5.0642 -3.2075
H -5.6866 0.5840 0.1603
H -3.2968 0.7336 0.0818
C 2.5653 7.7061 2.9921
H 3.2819 6.3184 4.1984
H 2.9737 -5.8522 -1.7183
H -6.7246 1.5833 1.3124
C -4.8449 3.1371 -0.9735
H -0.3550 -0.0255 -2.2346
H 2.7898 3.4466 -6.2804
H 3.4535 -2.4089 4.5020
H 0.9754 4.6573 3.6878
N -1.4282 0.5234 0.4715
H 0.7228 -10.0575 -2.3818
H 0.3012 5.4623 -1.5858
H -1.4847 9.0318 3.8041
H 1.2520 2.0494 -7.2850
H 0.2509 5.4109 -5.7502
H 2.4789 4.1138 -2.2293
H 2.1016 10.5335 2.7086
H 0.4248 -3.5596 4.6405
C -6.5794 4.7241 -2.1719
H -0.1906 6.9363 6.2873
C 5.4922 -5.1297 4.5428
H 1.8229 0.2551 2.7263
C 2.6873 5.1670 -2.4176
H -6.0638 5.6153 -1.8140
C -5.2039 3.2555 -3.4675
H 0.4041 10.4639 3.1223
H 2.2405 -5.5203 -3.3388
O 0.9596 6.0394 -5.5940
H 1.6138 0.5546 -3.7892
C -6.3063 1.4676 0.3125
H -4.0495 -6.5811 5.9081
H 1.1985 -6.2827 -0.4817
C 2.1473 9.0955 4.9912
H 3.9328 7.2979 -4.8379
C 0.5692 6.4115 5.7082
N 0.1384 7.9544 3.8265
C 4.8717 -6.4926 4.8571
H 2.5030 -8.1614 -1.9815
H -8.9336 0.2776 -1.3303
H -9.2666 1.9307 0.4207
C 0.5968 0.7999 -5.7136
H 2.7687 8.3962 5.5506
H 5.1040 4.5863 -4.7644
H -0.6710 -2.4537 5.9431
C -2.0982 -5.7595 6.4184
C -1.8397 -5.4563 2.8882
C -2.1514 -1.8126 -4.6354
O -1.7606 -7.5173 4.8369
H -2.2905 -3.1287 5.4986
H 7.3564 -6.3118 4.9094
C 0.4949 -5.9331 3.6475
H -0.2714 0.9449 3.2539
H 2.5453 8.0061 -3.5442
N -0.1159 -0.5081 -5.4048
H 3.5329 8.1719 3.1785
C -0.2090 1.9316 -5.2015
H -2.3072 -6.9550 -1.2278
C -7.4214 1.7016 -0.7072
H 7.5083 -5.3220 3.4245
H 2.6356 5.7377 -1.4903
H -5.1692 2.2033 -3.7500
C -7.9233 0.2873 -0.9213
C -2.0880 2.5391 2.0675
H -1.9380 -5.6244 -3.5316
C -1.6833 2.0170 -5.4339
C -1.4304 -4.4430 6.8442
H 0.8850 5.6835 2.3590
H 1.0434 7.8665 -4.0154
N -1.3842 -6.2090 5.2327
H -4.0538 2.4655 -1.3070
H 3.1630 5.7331 2.5542
H -5.7653 3.6587 -4.3104
H 3.7842 -6.4453 4.7993
H -4.1415 3.4871 -3.3920
H -0.4814 6.0364 -3.0272
C -1.1279 -5.2959 -2.8806
H 6.1457 -2.3993 5.9840
N -6.8966 2.2250 -2.0322
*
```

Results
highest occupied orbital energy = -7.8 eV
gap between HOMO and LUMO = 8.14 eV
LUMO = 0.012 Eh

Atom charges from the Löwdin analysis, given in e for atoms 1 to 99: atom 1 (H): 0.0813, atom 2 (C): -0.0191, atom 3 (H): 0.0784, atom 4 (H): 0.0728, atom 5 (H): 0.0668, atom 6 (C): -0.1213, atom 7 (H): 0.0675, atom 8 (C): -0.1806, atom 9 (H): 0.0867, atom 10 (H): 0.1103, atom 11 (C): -0.1607, atom 12 (C): -0.1679, atom 13 (H): 0.0692, atom 14 (N): -0.1383, atom 15 (H): 0.0648, atom 16 (H): 0.1103, atom 17 (C): -0.1594, atom 18 (H): 0.0786, atom 19 (H): 0.1110, atom 20 (H): 0.0851, atom 21 (H): 0.0470, atom 22 (H): 0.0909, atom 23 (C): -0.1007, atom 24 (C): -0.4376, atom 25 (C): -0.0270, atom 26 (C): 0.0038, atom 27 (H): 0.0761, atom 28 (H): 0.0894, atom 29 (H): 0.0817, atom 30 (C): -0.0354, atom 31 (H): 0.0743, atom 32 (H): 0.0848, atom 33 (C): -0.0960, atom 34 (H): 0.0564, atom 35 (H): 0.0693, atom 36 (H): 0.0867, atom 37 (C): -0.4627, atom 38 (H): 0.0767, atom 39 (H): 0.1102, atom 40 (C): -0.1841, atom 41 (H): 0.0816, atom 42 (C): -0.1812, atom 43 (C): -0.0524, atom 44 (O): -0.0073, atom 45 (H): 0.0765, atom 46 (C): -0.0409, atom 47 (H): 0.0698, atom 48 (H): 0.0856, atom 49 (H): 0.0720, atom 50 (H): 0.0601, atom 51 (H): 0.0686, atom 52 (H): 0.1195, atom 53 (O): -0.0122, atom 54 (H): 0.0699, atom 55 (H): 0.0975, atom 56 (C): -0.0488, atom 57 (C): -0.1668, atom 58 (C): -0.1368, atom 59 (H): 0.0620, atom 60 (O): 0.0066, atom 61 (H): 0.0879, atom 62 (C): -0.0892, atom 63 (H): 0.0809, atom 64 (H): 0.0899, atom 65 (H): 0.0677, atom 66 (H): 0.1051, atom 67 (H): 0.0498, atom 68 (H): 0.0788, atom 69 (C): -0.4454, atom 70 (H): 0.0851, atom 71 (H): 0.1147, atom 72 (H): 0.0707, atom 73 (H): 0.0701, atom 74 (H): 0.1144, atom 75 (H): 0.0797, atom 76 (H): 0.1069, atom 77 (H): 0.1171, atom 78 (C): -0.4822, atom 79 (C): -0.0379, atom 80 (C): -0.0538, atom 81 (C): -0.0368, atom 82 (C): -0.1251, atom 83 (H): 0.1018, atom 84 (H): 0.1096, atom 85 (H): 0.0631, atom 86 (H): 0.0784, atom 87 (C): -0.1785, atom 88 (C): -0.0348, atom 89 (H): 0.0647, atom 90 (H): 0.1097, atom 91 (H): 0.1046, atom 92 (H): 0.0914, atom 93 (C): -0.4220, atom 94 (H): 0.0812, atom 95 (C): -0.0604, atom 96 (C): -0.1528, atom 97 (C): -0.0283, atom 98 (C): -0.4113, atom 99 (C): -0.0129

***

Stability comparison, relative energies in hartree: A 0.0000; B 0.0736